Below is a molecular structure, C3H4N2O3, with properties calculated with ωB97M-V with the def2-TZVPD basis set.

Computed properties:
Energy above the lowest of the compared OMol25 structures with the same formula, charge and spin: 90.6 kcal per mole
Highest occupied orbital energy: -7.56 eV
LUMO energy: 0.4000 eV
HOMO-LUMO gap: 7.9647 eV
Calculated total energy: -451.83543 Eh

Cartesian coordinates (Å):
C: -0.23 0.60 -0.47
C: -0.61 -0.85 1.23
C: 0.78 -0.32 -0.30
H: 0.85 2.13 -1.33
H: -1.07 1.59 -2.32
H: -2.15 -1.18 2.30
H: 2.65 -0.78 -0.25
N: -0.22 1.73 -1.35
N: 0.62 -1.17 0.83
O: -1.25 0.15 0.46
O: -1.23 -1.38 2.20
O: 1.86 -0.52 -0.99

Löwdin atomic charge list, values in e, 8 entries:
1 C -0.3126
2 C -0.4560
3 C -0.4405
4 H 0.1590
5 H 0.2202
6 H 0.1355
7 H 0.2263
8 N -0.0147



Below is a gas-phase ion, C2H5F3N3O (charge +1), with properties calculated with ωB97M-V with the def2-TZVPD basis set.

Computed properties:
Energy above the lowest of the compared OMol25 structures with the same formula, charge and spin: 0.0 kcal per mole
Highest occupied orbital energy: -15.82 eV
LUMO energy: -3.7187 eV
Total charge: +1
HOMO-LUMO gap: 12.1054 eV
SMILES string: NC(N)=[NH+]OC(F)(F)F
Calculated total energy: -618.03610 Eh

Cartesian coordinates (Å):
N: -0.34 0.25 2.08
C: -0.04 -0.45 0.98
N: 1.03 -1.17 0.74
N: -0.94 -0.30 -0.04
O: -0.65 -0.50 -1.36
C: -0.05 0.62 -2.05
F: 1.27 0.46 -2.09
F: -0.27 1.76 -1.41
F: -0.44 0.70 -3.29
H: -0.16 0.08 3.08
H: -0.73 1.13 2.01
H: 1.80 -1.19 1.36
H: 1.33 -1.60 -0.15
H: -1.81 0.21 0.13

Löwdin atomic charge list, values in e, 8 entries:
1 N 0.2251
2 C -0.3480
3 N 0.2608
4 N 0.0839
5 O 0.0775
6 C -0.6700
7 F 0.1876
8 F 0.1874



Copy entry 1 word for word.
Below is a molecular structure, C3H4N2O3, with properties calculated with ωB97M-V with the def2-TZVPD basis set.

Computed properties:
Energy above the lowest of the compared OMol25 structures with the same formula, charge and spin: 90.6 kcal per mole
Highest occupied orbital energy: -7.56 eV
LUMO energy: 0.4000 eV
HOMO-LUMO gap: 7.9647 eV
Calculated total energy: -451.83543 Eh

Cartesian coordinates (Å):
C: -0.23 0.60 -0.47
C: -0.61 -0.85 1.23
C: 0.78 -0.32 -0.30
H: 0.85 2.13 -1.33
H: -1.07 1.59 -2.32
H: -2.15 -1.18 2.30
H: 2.65 -0.78 -0.25
N: -0.22 1.73 -1.35
N: 0.62 -1.17 0.83
O: -1.25 0.15 0.46
O: -1.23 -1.38 2.20
O: 1.86 -0.52 -0.99

Löwdin atomic charge list, values in e, 8 entries:
1 C -0.3126
2 C -0.4560
3 C -0.4405
4 H 0.1590
5 H 0.2202
6 H 0.1355
7 H 0.2263
8 N -0.0147



Question: Which value of energy above the lowest of the compared OMol25 structures with the same formula, charge and spin does entry 1 give?
Answer: 90.6 kcal per mole